Here is a cluster of 13 separate species, C52H104O13 in total from the Open Molecules 2025 dataset. Energies are from ωB97M-V with the def2-TZVPD basis set.

Calculated values
Relative energy (zero: lowest compared OMol25 entry of this formula, charge and spin): 39.3913 eV
Orbital gap: 8.39 eV
Multiplicity: 1
HOMO level: -0.287 hartree

Geometry (Å):
C (28.54669, -22.39694, 21.34867)
C (28.78975, -21.57052, 20.09502)
C (28.64656, -20.09299, 20.46754)
O (28.90477, -20.16469, 21.88239)
C (28.40764, -21.36957, 22.45702)
H (29.40579, -23.03738, 21.54842)
H (27.64749, -23.01245, 21.32274)
H (28.25509, -21.81873, 19.17815)
H (29.85732, -21.69973, 19.91697)
H (27.67408, -19.63499, 20.28694)
H (29.37699, -19.46292, 19.95999)
H (27.36782, -21.17717, 22.72134)
H (28.81775, -21.62674, 23.43364)
C (29.90588, -19.47501, 30.12949)
C (29.19975, -20.72225, 29.83255)
C (29.61927, -21.00498, 28.40219)
O (29.75282, -19.73817, 27.87811)
C (29.82663, -18.63113, 28.86632)
H (30.95111, -19.64641, 30.38678)
H (29.46779, -18.96327, 30.98641)
H (28.11799, -20.58884, 29.82362)
H (29.41151, -21.55017, 30.50916)
H (28.84841, -21.61145, 27.92672)
H (30.63962, -21.38831, 28.39559)
H (28.98697, -17.93628, 28.85062)
H (30.75499, -18.11317, 28.62556)
C (30.23808, -23.14350, 24.34941)
C (28.84570, -22.64330, 24.83798)
C (29.12029, -22.56316, 26.30489)
O (30.00339, -23.63068, 26.64212)
C (30.74404, -24.04251, 25.50145)
H (30.92403, -22.29753, 24.30578)
H (30.16657, -23.67356, 23.39966)
H (28.03370, -23.35466, 24.68719)
H (28.51006, -21.68461, 24.44256)
H (28.25340, -22.52812, 26.96472)
H (29.62967, -21.61881, 26.49680)
H (30.61749, -25.09829, 25.26183)
H (31.80116, -23.82981, 25.66064)
C (28.21705, -19.80768, 26.36106)
C (28.74904, -18.75109, 25.45049)
C (28.75206, -19.44254, 24.12586)
O (27.72685, -20.41699, 24.18841)
C (27.18058, -20.47929, 25.49842)
H (27.86004, -19.48084, 27.33770)
H (28.99521, -20.54394, 26.56231)
H (29.73394, -18.37431, 25.72637)
H (28.04615, -17.91833, 25.42674)
H (29.70196, -19.96705, 24.02252)
H (28.56222, -18.76142, 23.29631)
H (27.07413, -21.53906, 25.73005)
H (26.19582, -20.01216, 25.48649)
C (28.87792, -25.10467, 22.22819)
C (28.00137, -26.27146, 22.56064)
C (27.98049, -27.09776, 21.32510)
O (27.87656, -26.07354, 20.34909)
C (28.44089, -24.82294, 20.82046)
H (29.93830, -25.34903, 22.29140)
H (28.70598, -24.34577, 22.99148)
H (27.02153, -25.93805, 22.90246)
H (28.32696, -26.88743, 23.39890)
H (27.16701, -27.82110, 21.38104)
H (28.90542, -27.66502, 21.22112)
H (27.67415, -24.05984, 20.95425)
H (29.28468, -24.48880, 20.21675)
C (31.78650, -23.18428, 28.42552)
C (31.99068, -22.22966, 27.29584)
C (33.33668, -22.65370, 26.81545)
O (34.10019, -23.01518, 27.99544)
C (33.19306, -23.21999, 29.07817)
H (31.55146, -24.14677, 27.97113)
H (30.98351, -22.81956, 29.06606)
H (32.05062, -21.25669, 27.78354)
H (31.20491, -22.32008, 26.54584)
H (33.87556, -21.81915, 26.36685)
H (33.20647, -23.54591, 26.20300)
H (33.31551, -22.37408, 29.75458)
H (33.39981, -24.19752, 29.51383)
C (32.57677, -22.12621, 20.30844)
C (31.91094, -21.41095, 21.44214)
C (31.25442, -22.57285, 22.20797)
O (30.94731, -23.55521, 21.25153)
C (31.44496, -23.12643, 19.98314)
H (33.48019, -22.64790, 20.62429)
H (32.73960, -21.54043, 19.40376)
H (31.19460, -20.66564, 21.09649)
H (32.66975, -20.95664, 22.07924)
H (30.36415, -22.15639, 22.67922)
H (31.86973, -23.01951, 22.98899)
H (30.70460, -22.60708, 19.37467)
H (31.76749, -23.93662, 19.32919)
C (29.08512, -24.49767, 29.36035)
C (28.47043, -23.78013, 30.55406)
C (27.29115, -23.14635, 29.91484)
O (27.78954, -22.65187, 28.69922)
C (28.81164, -23.50080, 28.19783)
H (28.60310, -25.43498, 29.08252)
H (30.14597, -24.69064, 29.51992)
H (29.12841, -22.99811, 30.93300)
H (28.19645, -24.46523, 31.35635)
H (26.80605, -22.36107, 30.49460)
H (26.53279, -23.90642, 29.72706)
H (29.75691, -22.98729, 28.02211)
H (28.47136, -24.11956, 27.36751)
C (31.22297, -27.46069, 27.29008)
C (31.38167, -25.99004, 27.11288)
C (32.58492, -25.75337, 26.23586)
O (33.37904, -26.87163, 26.67653)
C (32.72951, -27.73799, 27.60447)
H (30.97593, -27.94060, 26.34310)
H (30.48486, -27.67280, 28.06357)
H (31.31658, -25.44535, 28.05479)
H (30.47548, -25.65424, 26.60873)
H (33.00842, -24.77114, 26.44560)
H (32.35097, -25.78382, 25.17170)
H (33.09211, -27.39243, 28.57257)
H (32.91129, -28.79080, 27.38849)
C (24.90942, -23.57573, 24.65034)
C (26.10406, -22.66976, 24.96321)
C (26.57560, -22.21433, 23.59816)
O (25.61626, -22.68515, 22.70380)
C (24.40640, -22.96043, 23.35233)
H (24.11454, -23.53427, 25.39501)
H (25.18080, -24.62398, 24.52535)
H (26.88243, -23.18658, 25.52460)
H (25.78642, -21.82855, 25.57931)
H (27.50367, -22.70272, 23.30104)
H (26.67206, -21.12893, 23.57173)
H (23.96630, -23.62828, 22.61179)
H (23.77330, -22.09256, 23.53692)
C (34.31920, -24.71336, 24.51200)
C (35.76517, -24.27608, 24.53623)
C (35.57746, -23.02159, 25.34623)
O (34.40816, -22.46117, 24.66200)
C (33.57715, -23.49119, 24.06708)
H (34.11359, -25.05851, 25.52525)
H (34.06679, -25.54564, 23.85497)
H (36.15586, -23.97359, 23.56466)
H (36.47545, -24.96750, 24.98959)
H (36.38531, -22.29294, 25.27894)
H (35.41817, -23.20058, 26.40957)
H (33.67366, -23.35228, 22.99029)
H (32.55716, -23.42059, 24.44492)
C (33.11081, -20.09013, 24.72375)
C (32.66717, -19.58955, 26.07230)
C (31.15892, -19.94589, 26.07198)
O (30.97615, -20.77648, 24.94751)
C (32.16443, -21.24164, 24.36366)
H (34.13020, -20.47595, 24.73309)
H (33.03120, -19.34160, 23.93543)
H (32.83391, -18.51351, 26.12160)
H (33.24639, -20.06938, 26.86119)
H (30.57871, -19.02667, 25.99143)
H (30.88222, -20.48967, 26.97523)
H (32.03129, -21.37316, 23.28984)
H (32.44171, -22.19966, 24.80345)
C (31.95069, -26.51401, 22.05576)
C (31.30203, -27.74346, 22.69025)
C (30.93265, -27.32102, 24.07283)
O (30.94307, -25.90948, 24.02658)
C (32.00059, -25.49082, 23.19427)
H (31.24331, -26.07908, 21.34967)
H (32.94597, -26.66253, 21.63688)
H (32.01942, -28.55889, 22.78251)
H (30.43819, -28.14775, 22.16257)
H (31.65623, -27.59962, 24.83894)
H (29.89974, -27.61256, 24.26313)
H (32.94765, -25.56495, 23.72877)
H (31.89966, -24.47601, 22.80945)